No. 1
Here is the ion C24H26F4N with charge +1 in a non-equilibrium geometry from OMol25. Energies are from wB97M-V/def2-TZVPD.

Calculated values
- energy relative to the best compared isomer or geometry (same formula, charge and spin) (eV) = 1.019
- E_HOMO (eV) = -12.10
- maximum force (eV Å⁻¹) = 5.21
- LUMO energy (eV) = -4.144
- structure (SMILES) = Fc1cc(F)cc(C(c2cc(F)cc(F)c2)[C@H]2CCCCC2=[N+]2CCCCC2)c1
- Kohn-Sham gap (Eh) = 0.292
- net charge = +1

Last column: natural (NBO) charge in e.
Element x y z (Å)
F -2.67 4.21 -3.16  -0.317
C -2.60 2.91 -2.68  0.441
C -3.72 2.10 -2.69  -0.340
C -3.52 0.81 -2.18  0.426
F -4.59 -0.05 -2.26  -0.320
C -2.35 0.40 -1.53  -0.289
C -1.23 1.27 -1.55  0.020
C 0.06 0.64 -1.02  -0.239
C 1.36 1.22 -1.73  -0.015
C 2.32 0.28 -2.19  -0.253
C 3.56 0.77 -2.64  0.414
F 4.51 -0.15 -3.04  -0.315
C 3.88 2.12 -2.62  -0.322
C 2.93 3.01 -2.09  0.435
F 3.20 4.37 -2.08  -0.312
C 1.72 2.57 -1.54  -0.307
C -0.32 0.45 0.55  -0.350
C -0.77 1.88 1.05  -0.411
C -0.96 2.10 2.56  -0.406
C -1.75 0.95 3.19  -0.393
C -1.06 -0.43 2.98  -0.500
C -0.52 -0.62 1.61  0.518
N 0.27 -1.75 1.49  -0.325
C 0.05 -2.81 2.50  -0.225
C 0.79 -4.12 2.27  -0.411
C 0.84 -4.52 0.80  -0.406
C 1.47 -3.41 -0.01  -0.402
C 0.74 -2.07 0.16  -0.237
C -1.36 2.53 -2.13  -0.321
H -4.65 2.46 -3.13  0.267
H -2.25 -0.65 -1.25  0.215
H -0.04 -0.40 -1.37  0.248
H 2.06 -0.77 -2.35  0.229
H 4.83 2.48 -3.00  0.269
H 0.99 3.31 -1.15  0.249
H 0.86 0.45 0.43  0.356
H 0.12 2.41 0.72  0.217
H -1.60 2.31 0.51  0.235
H 0.03 2.18 3.06  0.207
H -1.51 3.05 2.70  0.240
H -1.82 1.09 4.28  0.233
H -2.77 0.90 2.78  0.215
H -1.81 -1.21 3.17  0.265
H -0.22 -0.49 3.71  0.263
H -1.03 -3.02 2.53  0.204
H 0.31 -2.43 3.50  0.227
H 0.28 -4.88 2.86  0.239
H 1.81 -4.03 2.68  0.215
H 1.43 -5.44 0.69  0.239
H -0.18 -4.72 0.45  0.205
H 2.52 -3.27 0.27  0.215
H 1.45 -3.65 -1.08  0.234
H -0.14 -2.10 -0.52  0.202
H 1.47 -1.34 -0.18  0.226
H -0.46 3.12 -2.36  0.244



No. 2
Here is a cluster of 10 separate species, H21O10 in total in a non-equilibrium geometry from OMol25. Energies are from wB97M-V/def2-TZVPD.

Calculated values
- energy relative to the best compared isomer or geometry (same formula, charge and spin) (eV) = 1.085
- E_HOMO (eV) = -14.17
- maximum force (eV Å⁻¹) = 2.04
- LUMO energy (eV) = -2.835
- Kohn-Sham gap (Eh) = 0.416
- net charge = +1

Last column: natural (NBO) charge in e.
Element x y z (Å)
O 1.14 -3.24 0.06  -0.961
H 1.99 -2.85 -0.21  0.484
H 0.57 -2.29 -1.70  0.507
O -2.12 1.36 -2.18  -0.972
H -2.22 1.30 -3.13  0.494
H -2.70 2.08 -1.90  0.498
O -1.15 -1.51 0.75  -0.826
H 0.10 -0.84 -2.32  0.534
H -0.56 -1.98 1.40  0.541
O -0.52 0.40 3.60  -0.966
H -0.21 -0.24 4.25  0.476
H -1.02 0.98 4.19  0.502
O -0.21 3.19 1.24  -0.955
H -1.06 -0.50 0.91  0.553
H 0.36 3.19 2.02  0.480
O 2.94 0.76 -1.71  -0.920
H 3.39 1.43 -1.18  0.467
H -0.38 4.14 1.25  0.493
O 0.87 -1.84 2.65  -0.923
H 2.46 0.37 -0.95  0.453
H 0.25 -2.51 2.97  0.471
O 0.32 0.68 -3.58  -0.970
H -0.20 1.38 -3.17  0.481
H 0.42 -0.99 2.83  0.480
O -0.06 -1.57 -1.70  -0.999
H 1.19 -4.13 -0.31  0.488
O -1.58 1.04 0.26  -0.969
H -0.89 1.59 0.71  0.501
H 0.91 1.14 -4.19  0.497
H -0.80 -1.58 -0.19  0.565
H -1.20 1.06 -0.65  0.498



No. 3
Here is a cluster of 2 separate species, C3H8O2 in total in a non-equilibrium geometry from OMol25. Energies are from wB97M-V/def2-TZVPD.

Calculated values
- energy relative to the best compared isomer or geometry (same formula, charge and spin) (eV) = 1.662
- E_HOMO (eV) = -11.12
- maximum force (eV Å⁻¹) = 4.80
- LUMO energy (eV) = 0.672
- structure (SMILES) = O=CO.CC
- Kohn-Sham gap (Eh) = 0.433
- net charge = 0

Last column: natural (NBO) charge in e.
Element x y z (Å)
O -0.66 3.27 -1.05  -0.550
C -0.45 2.31 -0.35  0.648
O 0.66 2.13 0.45  -0.717
H -1.04 1.40 -0.23  0.119
H 1.48 2.55 -0.02  0.500
C -0.14 -1.70 0.86  -0.602
C 0.05 -1.35 -0.54  -0.623
H 0.75 -2.37 1.13  0.206
H 0.16 -0.59 1.47  0.199
H -1.15 -2.12 1.12  0.219
H 0.91 -0.70 -0.78  0.204
H -0.75 -0.70 -0.78  0.189
H 0.20 -2.14 -1.28  0.207



No. 4
Here is the molecule C5H8O from OMol25. Energies are from wB97M-V/def2-TZVPD.

Calculated values
- energy relative to the best compared isomer or geometry (same formula, charge and spin) (eV) = 1.874
- E_HOMO (eV) = -9.64
- maximum force (eV Å⁻¹) = 0.51
- LUMO energy (eV) = 0.882
- structure (SMILES) = CC#C[C@@H](C)O
- Kohn-Sham gap (Eh) = 0.387
- net charge = 0

Last column: natural (NBO) charge in e.
Element x y z (Å)
C -1.08 0.22 2.60  -0.686
C -0.72 0.08 1.19  0.023
C -0.39 -0.06 0.04  -0.077
C 0.07 -0.38 -1.32  0.038
C 0.88 0.74 -1.95  -0.605
O 0.90 -1.53 -1.31  -0.705
H -1.09 1.27 2.91  0.237
H -0.35 -0.30 3.23  0.237
H -2.07 -0.20 2.80  0.234
H -0.82 -0.56 -1.95  0.180
H 1.74 0.98 -1.32  0.217
H 1.25 0.41 -2.93  0.219
H 0.28 1.64 -2.09  0.214
H 0.48 -2.18 -0.72  0.474



No. 5
Here is the ion C16H20N with charge +1 in a non-equilibrium geometry from OMol25. Energies are from wB97M-V/def2-TZVPD.

Calculated values
- energy relative to the best compared isomer or geometry (same formula, charge and spin) (eV) = 1.947
- E_HOMO (eV) = -12.21
- maximum force (eV Å⁻¹) = 8.79
- LUMO energy (eV) = -3.573
- structure (SMILES) = CC(C)(C)[N+]#C[C@@]1(c2ccccc2)C=CCC1
- Kohn-Sham gap (Eh) = 0.317
- net charge = +1

Last column: natural (NBO) charge in e.
Element x y z (Å)
C 0.99 2.43 -2.61  -0.599
C 1.38 0.97 -2.50  0.066
C 0.92 0.32 -3.80  -0.598
C 2.90 0.95 -2.54  -0.601
N 0.76 0.34 -1.36  -0.250
C 0.10 -0.12 -0.44  0.678
C -0.52 -0.94 0.79  -0.174
C -1.19 -0.03 1.79  -0.079
C -2.56 0.29 1.74  -0.135
C -3.13 1.29 2.51  -0.224
C -2.38 1.92 3.50  -0.178
C -1.08 1.47 3.76  -0.206
C -0.51 0.45 2.97  -0.188
C -1.45 -2.03 0.38  -0.249
C -0.86 -3.31 0.40  -0.082
C 0.55 -3.26 0.92  -0.474
C 0.69 -1.82 1.50  -0.362
H 1.37 3.03 -1.79  0.229
H 1.43 2.85 -3.50  0.239
H -0.09 2.57 -2.71  0.227
H 1.25 -0.72 -3.87  0.227
H -0.15 0.39 -3.93  0.227
H 1.37 0.83 -4.63  0.239
H 3.32 -0.06 -2.60  0.229
H 3.20 1.44 -3.46  0.240
H 3.37 1.52 -1.74  0.231
H -3.18 -0.19 0.99  0.202
H -4.14 1.60 2.33  0.231
H -2.82 2.71 4.14  0.235
H -0.49 1.93 4.57  0.234
H 0.51 0.11 3.22  0.219
H -2.55 -1.96 0.29  0.246
H -1.31 -4.19 -0.04  0.238
H 1.31 -3.47 0.14  0.230
H 0.70 -4.01 1.70  0.244
H 0.59 -1.96 2.62  0.257
H 1.70 -1.33 1.28  0.227



Q: Which formula does entry 1 have?
A: C24H26F4N